Molecular formula: C48H102F4O36P6
Method: DFT, wB97M-V/def2-TZVPD

Each line ends with the Mulliken charge.
CARTESIAN COORDINATES (ANGSTROEM)
1 O -4.235315 -3.443311 -0.728728  -0.6445
2 C -4.149989 -2.729132 0.272647  0.5402
3 O -4.680706 -1.505557 0.374024  -0.2748
4 C -4.369788 -0.988893 1.598889  0.3276
5 C -3.743889 -2.137041 2.382988  0.6457
6 F -4.591498 -2.697218 3.156259  -0.3969
7 O -3.401813 -2.999886 1.342596  -0.1495
8 H -3.786110 -0.072497 1.511467  -0.5456
9 H -5.263196 -0.620473 2.103058  0.4379
10 H -2.895532 -1.759713 2.953972  0.1221
11 O -1.160064 -4.351221 4.683257  -0.4807
12 C -1.992736 -5.075836 4.119221  0.7382
13 O -1.750231 -5.893746 3.043369  -0.2778
14 C -2.824978 -6.697165 2.760477  -0.5492
15 C -3.925991 -6.159077 3.636802  0.5482
16 F -4.301404 -7.182576 4.407021  -0.3319
17 O -3.258372 -5.176875 4.426233  -0.3570
18 H -3.036169 -6.358753 1.746086  0.2613
19 H -2.661982 -7.774722 2.780512  0.2675
20 H -4.746973 -5.869317 2.980961  0.2206
21 O 8.806552 -1.829109 2.803675  -0.5900
22 C 7.934732 -0.984544 3.009805  0.4649
23 O 6.600523 -1.051307 2.673667  -0.0639
24 C 6.016779 0.164266 3.013223  0.1667
25 C 6.970120 0.683547 4.037637  0.2827
26 F 6.624184 0.401262 5.279366  -0.2899
27 O 8.157893 0.102528 3.700789  -0.3375
28 H 5.805614 0.597291 2.035465  0.0815
29 H 5.025834 0.072765 3.457923  -0.0588
30 H 7.053244 1.763555 3.916051  0.3278
31 O 3.044569 1.121261 4.321567  -0.6336
32 C 2.147352 0.507823 4.934318  0.4421
33 O 1.005464 0.949542 5.427251  -0.3638
34 C 0.202795 -0.146984 5.760256  -0.0654
35 C 1.210978 -1.213862 6.039382  0.3051
36 F 0.711431 -2.375122 5.671059  -0.0426
37 O 2.228844 -0.807102 5.177751  0.1048
38 H -0.473375 0.036474 6.595251  0.3742
39 H -0.446714 -0.393656 4.920385  -0.2103
40 H 1.438461 -1.109605 7.100272  0.1124
41 C -1.877809 8.698869 0.454203  -1.0635
42 C -1.598815 7.199195 0.462711  -0.1614
43 O -1.656704 6.970398 1.847554  -0.2656
44 P -0.367283 6.479918 2.644496  0.8518
45 O -0.585497 6.253795 4.131849  -0.7165
46 O 0.764041 7.653560 2.253646  -0.3141
47 C 0.915224 8.701326 3.164516  -0.2418
48 C 1.405994 9.972308 2.382941  -1.2057
49 O 0.163026 5.124295 1.825599  -0.2725
50 C -0.299735 3.829582 2.071348  0.0139
51 C -1.728480 3.650188 1.550755  -0.2661
52 H -1.205828 9.274611 1.090661  0.0650
53 H -1.681411 9.134118 -0.525635  0.3960
54 H -2.900223 8.991676 0.693015  0.3219
55 H -2.407630 6.705613 -0.076084  0.3374
56 H -0.619851 7.057701 0.004774  0.3302
57 H -0.040403 9.003005 3.593310  0.3122
58 H 1.638499 8.566656 3.968768  0.3522
59 H 0.686341 10.359600 1.661689  0.2948
60 H 1.514219 10.842795 3.029964  0.3992
61 H 2.450152 9.842524 2.098340  0.3066
62 H 0.447909 3.082300 1.805439  -0.1635
63 H -0.330758 3.695639 3.152642  0.4037
64 H -2.033380 2.624996 1.760824  -0.3548
65 H -2.423469 4.271654 2.115435  0.5567
66 H -1.746390 3.858844 0.481068  0.1342
67 C -6.589319 1.590245 -7.726514  -1.3084
68 C -5.565676 1.370909 -6.728743  0.2660
69 O -5.847782 0.234548 -6.001154  -0.4010
70 P -5.138869 -0.103956 -4.527119  0.8824
71 O -4.348956 1.019128 -3.900703  -0.6531
72 O -6.410108 -0.626253 -3.695571  -0.4642
73 C -6.186578 -0.724569 -2.235242  0.3696
74 C -7.556270 -1.099058 -1.633225  -1.4683
75 O -4.301994 -1.446779 -4.834907  -0.3510
76 C -3.043060 -1.668322 -4.152727  1.2982
77 C -2.668781 -3.113753 -4.491934  -1.5874
78 H -6.393048 1.007859 -8.626739  0.2708
79 H -7.580629 1.266504 -7.409352  0.4209
80 H -6.726227 2.656338 -7.907599  0.3469
81 H -4.567052 1.305135 -7.160621  -0.0352
82 H -5.550676 2.203478 -6.025393  0.2541
83 H -5.514192 -1.558118 -2.032338  0.0593
84 H -5.872624 0.204756 -1.759951  0.2236
85 H -7.924108 -1.940476 -2.220436  0.3654
86 H -7.514777 -1.392144 -0.584188  0.3307
87 H -8.244152 -0.253532 -1.634558  0.3741
88 H -2.306701 -0.893741 -4.366947  -0.0282
89 H -3.186763 -1.705213 -3.072867  -0.2906
90 H -1.937455 -3.517474 -3.791739  0.2731
91 H -3.547193 -3.728594 -4.295818  0.3967
92 H -2.356652 -3.354979 -5.508048  0.3760
93 C 1.283810 -3.896141 1.444184  -1.2276
94 C 0.116416 -2.890303 1.409895  -0.2119
95 O 0.597731 -1.686472 1.014698  0.8877
96 P -0.381636 -0.408702 1.126468  -0.8820
97 O -1.236921 -0.407888 2.323321  -0.7461
98 O 0.577895 0.889252 1.088096  0.6484
99 C 1.625192 1.183815 0.157152  -0.8574
100 C 2.996590 0.814102 0.742547  -0.9362
101 O -1.178868 -0.241489 -0.292942  0.4747
102 C -2.166040 0.806203 -0.624239  0.8711
103 C -1.533873 1.718839 -1.598190  -1.6774
104 H 1.594739 -4.052450 0.411223  0.1895
105 H 2.102118 -3.486923 2.036653  0.2540
106 H 0.914865 -4.809148 1.911519  0.2976
107 H -0.584609 -3.149750 0.616572  0.1689
108 H -0.365762 -2.923235 2.386893  0.1991
109 H 1.452991 0.575386 -0.730698  0.2275
110 H 1.624488 2.243257 -0.099135  0.6164
111 H 3.852937 1.038903 0.106746  0.3014
112 H 3.147268 1.269105 1.721517  0.4948
113 H 3.072012 -0.269298 0.835632  -0.0210
114 H -3.105725 0.464596 -1.058283  -0.0377
115 H -2.614376 1.324479 0.223390  -0.2932
116 H -1.065598 1.257115 -2.467465  0.1555
117 H -2.340252 2.367335 -1.940684  0.5946
118 H -0.722048 2.343309 -1.225275  0.1999
119 C 5.024735 -3.544673 5.725254  -0.8414
120 C 4.611410 -4.026458 7.128798  -0.5481
121 O 3.336672 -3.516707 7.475155  -0.1311
122 P 2.188029 -4.499160 8.068297  0.9790
123 O 0.900827 -3.796305 8.088806  -0.7582
124 O 2.286369 -5.765333 7.063883  -0.4808
125 C 1.778778 -5.625471 5.718522  0.6979
126 C 2.145121 -6.824251 4.898197  -1.5293
127 O 2.878029 -5.043199 9.433479  -0.3621
128 C 2.328994 -4.626312 10.685860  -0.2323
129 C 3.064677 -3.541482 11.474430  -1.1082
130 H 4.764094 -2.499269 5.560048  0.0911
131 H 6.084683 -3.630562 5.486009  0.5059
132 H 4.484599 -4.120966 4.974103  0.1730
133 H 4.887296 -5.035718 7.434398  0.4399
134 H 5.318526 -3.538956 7.799935  0.4190
135 H 0.698011 -5.503674 5.790825  0.1457
136 H 2.137364 -4.697290 5.273554  -0.0742
137 H 1.691788 -6.710079 3.913538  0.2981
138 H 3.220665 -6.894106 4.735688  0.3660
139 H 1.900618 -7.841122 5.205247  0.3678
140 H 1.274115 -4.389562 10.547048  0.3922
141 H 2.486055 -5.510635 11.303446  0.2549
142 H 3.195402 -2.573739 10.990192  0.3007
143 H 2.510141 -3.424734 12.405543  0.3838
144 H 4.044474 -3.910840 11.777207  0.2887
145 C -0.231749 1.183747 -5.863116  -0.9858
146 C -0.298181 1.426283 -7.339896  -0.3518
147 O -0.852421 2.734061 -7.397721  -0.1690
148 P -0.770834 3.450960 -8.852165  0.6917
149 O 0.565205 3.775364 -9.354182  -0.7409
150 O -1.652367 4.804152 -8.609411  -0.2663
151 C -1.630726 6.010753 -9.452582  -0.2155
152 C -2.447992 7.047394 -8.613495  -1.1494
153 O -1.729378 2.511781 -9.874371  -0.3540
154 C -3.186086 2.552653 -9.859761  0.9762
155 C -3.588169 1.782859 -11.125498  -1.4232
156 H -1.187444 1.457488 -5.416101  0.2685
157 H -0.129117 0.136878 -5.577389  0.5234
158 H 0.575172 1.738424 -5.384249  0.1930
159 H 0.712564 1.394157 -7.746670  0.3544
160 H -1.067619 0.772513 -7.750552  0.2567
161 H -0.648383 6.398493 -9.722334  0.3511
162 H -2.191667 5.849181 -10.373089  0.2986
163 H -2.199081 7.076348 -7.552688  0.2924
164 H -2.490150 8.069327 -8.990273  0.3787
165 H -3.492803 6.743570 -8.678021  0.2777
166 H -3.577699 2.102662 -8.947489  -0.4142
167 H -3.510258 3.593249 -9.873085  0.2094
168 H -3.382734 2.316008 -12.053746  0.3410
169 H -3.043232 0.845479 -11.237143  0.3501
170 H -4.636702 1.486003 -11.101777  0.3909
171 C 3.178025 1.774107 -3.140273  -0.8579
172 C 4.413621 1.069935 -2.658261  -0.5977
173 O 4.262479 -0.088413 -1.871271  -0.1519
174 P 4.381861 -1.598551 -2.454879  0.5262
175 O 5.546634 -1.842292 -3.362652  -0.8005
176 O 4.321245 -2.524496 -1.062315  -0.1591
177 C 5.174575 -2.311753 0.145155  0.5082
178 C 6.188580 -3.476810 0.391897  -1.4838
179 O 2.893148 -1.808980 -3.114729  0.0609
180 C 2.517651 -3.107674 -3.498196  -0.6422
181 C 1.191993 -3.344970 -2.871053  -0.2802
182 H 3.476099 2.464486 -3.929346  0.4953
183 H 2.360682 1.099760 -3.395847  0.1244
184 H 2.750138 2.370715 -2.334624  0.1505
185 H 4.898309 0.666135 -3.547145  0.5983
186 H 5.116427 1.779784 -2.222038  0.3567
187 H 5.671282 -1.341670 0.163582  0.2493
188 H 4.377103 -2.231562 0.883872  -0.1161
189 H 6.588751 -3.453580 1.405521  0.3430
190 H 5.818892 -4.481240 0.185667  0.3747
191 H 7.055201 -3.387234 -0.263119  0.3713
192 H 2.362014 -3.104721 -4.577023  0.3397
193 H 3.201267 -3.928915 -3.282960  0.3732
194 H 0.519615 -2.564691 -3.227679  -0.0638
195 H 0.679621 -4.294238 -3.027498  0.5357
196 H 1.351176 -3.149336 -1.810638  -0.1447

Forces on atoms 1 to 2 (eV/Å):
O 0.078 1.752 2.739
C 0.221 -1.488 -3.796

HOMO-LUMO gap: 0.3976 Eh
relative energy (zero: lowest compared OMol25 entry of this formula, charge and spin): 0.0 kcal per mole
total charge: 0
SMILES: O=C1OC[C@@H](F)O1.O=C1OC[C@@H](F)O1.O=C1OC[C@@H](F)O1.O=C1OC[C@@H](F)O1.CCOP(=O)(OCC)OCC.CCOP(=O)(OCC)OCC.CCOP(=O)(OCC)OCC.CCOP(=O)(OCC)OCC.CCOP(=O)(OCC)OCC.CCOP(=O)(OCC)OCC